Model i:
{"formula": "C4H4O2S", "method": "ωB97M-V/def2-TZVPD", "species": ["S", "O", "O", "C", "C", "C", "C", "H", "H", "H", "H"], "coordinates": [[1.52, -0.96, 1.22], [-0.74, 0.77, 1.21], [0.46, -1.06, -1.30], [0.64, -0.51, -0.22], [-0.52, 0.47, 0.09], [-2.08, 1.83, -1.22], [-1.15, 0.76, -1.18], [1.95, -2.40, 0.84], [-2.59, 2.37, -2.07], [-0.59, 0.17, -2.04], [-2.22, 2.32, -0.30]], "nbo_charge": [0.04, -0.50, -0.53, 0.29, 0.44, -0.25, -0.36, 0.18, 0.21, 0.29, 0.19], "total_charge": 0, "smiles": "C=CC(=O)C(=O)S", "orbital_gap_ev": 8.69}

***

Model ii:
{"formula": "C4H4O2S", "method": "ωB97M-V/def2-TZVPD", "species": ["S", "O", "O", "C", "C", "C", "C", "H", "H", "H", "H"], "coordinates": [[-1.24, -1.26, 1.84], [-1.16, 1.00, -0.33], [1.81, -0.32, -0.73], [-0.18, -0.96, 0.53], [1.13, 1.73, -1.87], [-0.19, 0.32, -0.28], [1.00, 0.64, -0.91], [1.97, 1.60, -2.41], [0.66, -1.73, 0.38], [0.17, 1.88, -2.45], [1.19, 2.67, -1.30]], "nbo_charge": [0.11, -0.43, -0.48, -0.34, -0.70, 0.37, 0.46, 0.24, 0.25, 0.26, 0.26], "total_charge": 0, "smiles": "CC(=O)C(=O)C=S", "orbital_gap_ev": 7.27}

***

Model iii:
{"formula": "C4H4O2S", "method": "ωB97M-V/def2-TZVPD", "species": ["S", "O", "O", "C", "C", "C", "C", "H", "H", "H", "H"], "coordinates": [[2.56, -0.04, -0.84], [-1.48, 2.10, 1.59], [-1.58, -1.13, -0.59], [-0.27, -0.44, -0.33], [-1.93, 0.91, 0.79], [1.16, -0.97, -0.40], [-1.21, -0.40, 0.74], [-2.70, 1.10, 0.00], [1.43, -2.19, -0.22], [-0.55, 0.55, -0.95], [-1.16, -1.26, 1.72]], "nbo_charge": [0.09, -0.52, -0.49, -0.05, 0.34, -0.27, -0.05, 0.20, 0.25, 0.23, 0.27], "total_charge": 0, "smiles": "O=C[C@H]1O[C@@H]1C=S", "orbital_gap_ev": 7.98}

***

Ranking the structures above from most stable to least stable yields model ii, model i, model iii.